A 14-piece molecular cluster, C23H76N3O14 overall. Source: the Open Molecules 2025 dataset; level of theory: ωB97M-V/def2-TZVPD.

XYZ file:
```
116
Properties=species:S:1:pos:R:3:lowdin_charge:R:1
C -0.388 -2.126 0.175 -0.081
C 0.340 -1.063 -0.658 -0.407
C -0.482 -0.708 -1.909 -0.064
C 0.694 0.162 0.210 -0.153
C 2.154 0.636 0.124 -0.348
C 3.125 -0.403 0.690 -0.059
C 2.505 1.001 -1.316 -0.248
O 3.651 1.806 -1.456 -0.247
C 3.488 3.221 -1.061 -0.208
C 2.530 3.887 -2.080 -0.218
C 1.391 4.731 -1.512 -0.667
N 0.583 3.936 -0.581 0.087
N 0.470 5.166 -2.585 0.071
N 1.939 5.977 -0.939 0.069
H 0.173 -2.298 1.097 0.065
H -0.426 -3.060 -0.391 0.066
H -1.419 -1.836 0.388 0.064
H 1.258 -1.536 -1.020 0.113
H 0.163 -0.440 -2.745 0.067
H -1.171 0.114 -1.706 0.079
H -1.070 -1.576 -2.217 0.051
H 0.438 -0.026 1.255 0.079
H 0.091 1.010 -0.133 0.100
H 2.220 1.522 0.761 0.117
H 4.146 -0.020 0.670 0.081
H 3.070 -1.346 0.140 0.068
H 2.873 -0.618 1.736 0.055
H 2.711 0.063 -1.856 0.123
H 1.626 1.455 -1.794 0.102
H 2.989 3.241 -0.073 0.017
H 2.103 3.125 -2.742 0.074
H 3.124 4.560 -2.705 0.076
H 1.047 3.870 0.316 0.054
H -0.309 4.400 -0.424 0.048
H -0.316 4.524 -2.582 0.061
H 0.940 5.011 -3.471 0.057
H 2.142 5.877 0.048 0.053
H 1.244 6.701 -1.070 0.043
C -2.231 -4.832 1.608 -0.149
O -2.302 -4.761 0.182 -0.136
H -1.258 -4.451 1.908 0.064
H -3.010 -4.224 2.070 0.058
H -2.342 -5.865 1.940 0.072
H -3.161 -5.097 -0.083 0.065
C -3.921 -5.695 5.432 -0.147
O -4.015 -5.648 4.016 -0.134
H -2.939 -5.314 5.708 0.079
H -4.688 -5.069 5.888 0.053
H -4.020 -6.715 5.813 0.079
H -4.890 -5.970 3.776 0.036
C 0.790 1.290 4.251 -0.151
O 0.658 0.047 3.579 -0.142
H -0.109 1.865 4.035 0.075
H 0.871 1.160 5.335 0.072
H 1.656 1.851 3.891 0.081
H 1.453 -0.470 3.742 0.066
C 4.455 2.953 -4.713 -0.122
O 3.428 3.865 -5.121 -0.148
H 4.028 2.319 -3.937 0.070
H 4.789 2.337 -5.555 0.077
H 5.309 3.484 -4.295 0.064
H 3.760 4.458 -5.800 0.073
C 1.638 -4.264 3.738 -0.158
O 1.042 -3.534 4.806 -0.130
H 2.525 -4.750 4.138 0.076
H 0.960 -5.029 3.352 0.069
H 1.937 -3.598 2.924 0.071
H 0.262 -3.087 4.463 0.065
C -6.971 -3.121 5.437 -0.144
O -6.898 -4.506 5.119 -0.137
H -6.108 -2.892 6.058 0.077
H -6.929 -2.495 4.542 0.078
H -7.879 -2.884 5.998 0.075
H -7.650 -4.734 4.565 0.068
C 6.420 4.342 0.632 -0.222
O 6.578 3.079 0.021 -0.170
H 7.225 4.512 1.351 0.058
H 6.440 5.151 -0.106 0.058
H 5.461 4.397 1.156 0.059
H 5.796 2.989 -0.561 0.021
C -7.201 -7.473 1.649 -0.142
O -6.708 -6.611 2.670 -0.131
H -7.294 -8.463 2.087 0.080
H -8.183 -7.151 1.294 0.077
H -6.514 -7.526 0.801 0.079
H -6.620 -5.728 2.298 0.079
C 1.208 0.824 -5.778 -0.169
O 1.037 1.837 -4.809 -0.129
H 0.497 0.030 -5.548 0.065
H 1.008 1.186 -6.793 0.071
H 2.219 0.402 -5.749 0.075
H 1.665 2.546 -4.997 0.037
C 7.364 5.647 -4.183 -0.159
O 7.616 4.362 -4.737 -0.137
H 6.560 6.093 -4.766 0.075
H 7.037 5.579 -3.143 0.078
H 8.244 6.295 -4.246 0.069
H 8.307 3.940 -4.221 0.076
C -3.199 4.792 1.276 -0.164
O -2.816 5.420 0.063 -0.125
H -2.283 4.529 1.800 0.075
H -3.788 5.460 1.912 0.072
H -3.771 3.877 1.097 0.070
H -3.609 5.657 -0.423 0.071
C -3.907 -1.229 2.011 -0.162
O -4.864 -0.174 1.948 -0.132
H -4.157 -1.855 2.866 0.070
H -3.941 -1.838 1.103 0.073
H -2.895 -0.840 2.139 0.076
H -4.637 0.378 1.194 0.069
C -2.365 -3.416 -4.899 -0.167
O -1.269 -2.585 -4.561 -0.127
H -3.172 -2.762 -5.221 0.076
H -2.124 -4.101 -5.718 0.071
H -2.711 -3.999 -4.039 0.072
H -0.543 -3.138 -4.260 0.078
```

Values from the calculation:
calculated total energy	-2139.243822	hartree
M	618.868	g/mol
HOMO	-0.062	Eh
energy relative to the best compared isomer or geometry (same formula, charge and spin)	0.0	kJ/mol
net charge	-1
gap between HOMO and LUMO	3.09	eV